1.
92
Properties=species:S:1:pos:R:3:forces:R:3:mulliken_charge:R:1 method="wB97M-V/def2-TZVPD" gap_ev=0.639 largest_force_ev_per_a=6.10 lumo_energy_ev=-3.14
C -1.7577 -0.0702 5.2265 0.26 -0.66 0.39 -0.969
C -1.7232 -1.6206 5.3756 -0.78 0.49 -1.18 -0.641
C -1.3543 -2.2461 4.0054 0.35 0.74 0.18 -0.553
C 0.1467 -2.1149 3.6070 -0.55 -1.47 0.81 0.800
C 0.5443 -3.3799 2.7977 -0.55 0.53 -1.11 -0.777
C 1.6005 -3.1703 1.6775 0.76 -0.30 0.90 -0.938
C 2.5825 -1.9817 1.8809 -0.03 -0.17 -1.23 -0.802
C 2.2884 -0.8258 0.8592 1.03 0.15 1.23 0.660
C 3.4241 -0.7056 -0.1983 -1.13 -0.14 -0.75 -1.259
C 3.0046 -0.1242 -1.5629 1.76 -0.52 0.26 -0.992
C 2.5891 1.3616 -1.5627 -2.64 -0.71 -0.51 1.565
C 2.6423 2.2002 -0.2501 0.36 2.24 -2.15 -1.101
C 1.1940 2.6996 0.0809 1.22 -0.47 2.14 -0.639
N 0.2819 2.3837 -1.0556 1.12 -0.77 0.74 0.400
C -0.9729 1.6698 -0.6863 -0.67 1.36 -0.49 -1.331
C -2.1760 2.5884 -0.4291 0.35 -0.41 0.78 -0.428
S -3.6677 1.5001 -0.3334 -0.47 -0.01 -0.27 -0.235
C -3.0752 -0.1438 -0.1210 0.54 0.08 0.24 0.290
N -2.8290 -0.7586 0.9869 -0.23 0.61 0.20 -0.262
N -2.3497 -1.9899 0.6623 0.25 -0.95 0.21 -0.152
C -2.3250 -2.0833 -0.6231 -0.09 0.59 1.19 -0.029
O -2.7746 -0.9419 -1.1792 -0.08 -0.01 -1.35 -0.241
C 1.0506 1.3120 -1.7849 -0.14 -2.74 -0.21 -1.419
H -2.0994 0.2145 4.2244 0.11 -0.12 0.15 0.178
H -2.4674 0.3702 5.9372 0.39 0.12 0.05 0.371
H -0.7381 0.3063 5.3720 -0.31 0.31 -0.02 0.225
H -1.0612 -1.9416 6.1932 -0.11 0.02 -0.22 0.297
H -2.7545 -1.9402 5.5929 0.32 -0.08 0.22 0.389
H -1.6889 -3.2882 3.9430 0.21 0.13 0.13 0.465
H -1.9197 -1.6742 3.2578 -0.15 -0.43 0.11 -0.059
H 0.7112 -2.1565 4.5527 0.20 0.46 -0.36 -0.506
H 0.3459 -1.1801 3.0755 0.04 -0.15 0.10 0.189
H -0.3764 -3.7200 2.2923 0.22 0.01 0.13 0.386
H 0.8222 -4.2027 3.4649 0.16 0.35 0.05 0.370
H 2.2066 -4.0884 1.6425 -0.24 0.15 -0.11 0.286
H 1.1456 -3.0726 0.6837 -0.12 0.00 0.25 0.435
H 2.6596 -1.6286 2.9081 -0.25 -0.15 -0.04 0.266
H 3.5806 -2.3591 1.6159 -0.14 0.17 0.26 0.740
H 2.2755 0.1053 1.4511 -0.34 -0.07 -0.27 0.057
H 1.2924 -0.9709 0.4178 0.23 0.05 -0.10 -0.266
H 3.7691 -1.7321 -0.3992 0.17 0.30 0.06 0.577
H 4.2709 -0.1192 0.1829 -0.10 -0.28 0.14 0.194
H 2.2573 -0.7983 -2.0161 -0.12 0.41 0.07 0.490
H 3.9817 -0.1934 -2.2819 -2.71 -0.33 1.96 -0.069
H 2.9549 1.8286 -2.4864 0.68 0.36 0.71 0.256
H 3.1159 3.1395 -0.5847 0.48 -0.39 0.39 0.401
H 3.2200 1.8182 0.5890 -0.41 -0.15 -0.05 0.488
H 0.9632 2.1726 1.0204 -0.92 -0.17 -0.58 0.138
H 1.1706 3.7526 0.3841 -0.10 -0.06 -0.60 0.440
H 0.1810 3.2228 -1.6420 -0.25 -0.42 -0.48 0.609
H -1.2253 1.0626 -1.5599 0.15 0.00 0.24 0.637
H -0.7298 1.0593 0.1855 -0.13 0.00 -0.23 0.374
H -2.3155 3.3588 -1.1956 -0.13 -0.53 -0.20 0.455
H -2.1377 3.1122 0.5334 0.20 -0.22 -0.13 0.386
H -1.9629 -2.9516 -1.1557 -0.18 0.42 -0.42 0.429
H 0.7906 0.3842 -1.2428 -0.32 0.49 0.14 -0.215
H 0.6219 1.2155 -2.8434 0.99 0.13 1.79 0.448
Br 5.6321 3.0201 -4.3505 0.31 2.98 -1.59 -0.188
C 4.6895 2.2118 -5.8452 0.18 0.35 0.07 -0.471
C 5.2680 2.6442 -7.1658 -0.21 -0.02 -0.03 -0.649
Br 4.7223 4.4557 -7.6526 0.08 0.06 -0.09 -0.196
H 3.6387 2.4714 -5.7312 0.02 -0.01 -0.03 0.256
H 4.8128 1.1407 -5.7066 0.08 -0.03 0.07 0.331
H 4.8916 2.0135 -7.9694 -0.03 0.00 0.02 0.368
H 6.3536 2.6328 -7.1768 -0.02 0.03 0.07 0.388
C -5.7174 0.2993 -3.3763 0.14 -0.37 -0.01 -0.542
N -5.7677 1.2513 -4.5157 0.11 0.07 0.33 0.952
O -5.6365 0.8009 -5.6524 -0.62 -0.03 -0.20 -0.698
O -5.9355 2.4137 -4.2489 -0.04 -0.09 -0.25 -0.501
H -5.5665 -0.7037 -3.7599 0.06 0.07 -0.10 0.293
H -4.8872 0.5983 -2.7404 -0.05 0.11 0.09 0.089
H -6.6646 0.3730 -2.8473 0.08 0.17 0.07 0.323
B 3.3690 -2.6506 8.3742 1.54 -0.68 -0.29 0.384
O 2.9540 -3.8654 7.6520 -0.23 0.54 -0.09 -0.479
C 2.9971 -3.6056 6.3434 -0.26 -0.99 0.15 0.683
O 2.7219 -4.3799 5.4772 -0.03 0.11 -0.11 -0.558
C 3.4460 -2.1655 6.1551 0.34 0.89 -0.17 0.564
O 3.5900 -1.5966 5.1171 -0.07 -0.06 -0.12 -0.565
O 3.6514 -1.6271 7.3564 -0.50 -0.18 0.17 -0.481
F 4.4873 -2.8944 9.1420 -0.37 0.15 0.26 -0.294
F 2.2997 -2.2015 9.2193 4.37 -2.75 -2.01 -0.290
K 0.7906 -1.2685 9.9219 -4.83 2.99 2.22 1.014
O -3.6368 4.8057 -4.1907 -0.16 -0.05 0.11 -0.587
H -4.3327 4.3562 -4.6809 0.07 -0.01 -0.05 0.291
H -4.0576 5.0545 -3.3619 0.02 0.07 -0.01 0.304
Br 5.2311 0.5462 -3.2954 1.90 -2.45 -0.16 -0.798
N -8.3019 0.1305 -7.1547 -0.10 0.01 -0.05 -0.431
H -9.0230 0.8575 -7.1597 0.08 -0.06 -0.02 0.403
H -8.0642 -0.1220 -8.1187 0.02 0.03 0.10 0.401
H -7.4603 0.4842 -6.6778 0.42 0.06 0.12 0.248
H -8.6520 -0.6954 -6.6616 0.06 0.08 -0.07 0.402
Br 0.7922 2.4930 -4.3575 -0.47 1.28 -1.55 -0.776

=====

2.
81
Properties=species:S:1:pos:R:3:forces:R:3:mulliken_charge:R:1 method="wB97M-V/def2-TZVPD" total_charge=-1 gap_ev=2.969 largest_force_ev_per_a=0.90 lumo_energy_ev=1.79
C -0.3472 -1.7976 3.1375 0.49 0.62 -0.11 -1.460
C 0.9107 -1.0685 2.6451 -0.20 -0.38 0.15 0.087
C 0.7914 -0.5518 1.2265 0.20 0.25 0.57 0.191
C 1.2331 0.8997 1.0151 -0.06 -0.08 -0.37 -0.976
C 0.2555 1.8081 0.2794 0.24 0.10 0.17 -0.059
C 0.1995 3.2261 0.8249 -0.42 -0.11 -0.13 -0.980
C -0.6641 3.5452 2.0603 0.51 -0.13 0.06 -0.863
C -1.0931 2.4471 3.0188 -0.35 -0.03 -0.20 -1.090
C -2.2321 1.5149 2.5832 0.11 0.45 0.01 0.326
C -3.2403 2.0381 1.5659 0.03 -0.43 0.11 -0.209
C -3.7682 0.9367 0.6520 -0.22 0.25 -0.15 -0.511
C -5.2608 0.9761 0.3472 0.19 0.16 0.18 -0.785
O -5.7968 2.2870 0.3068 0.14 0.31 -0.36 -0.316
C -6.7002 2.5928 1.3313 0.31 -0.25 -0.16 -0.762
H -0.8337 -1.2692 3.9492 -0.39 0.02 0.42 0.318
H -1.0971 -1.9195 2.3560 -0.40 -0.08 -0.35 0.196
H -0.0960 -2.7945 3.4810 -0.06 -0.49 0.40 0.338
H 1.6936 -1.8157 2.6370 0.51 -0.27 0.14 -0.390
H 1.3555 -1.1838 0.5385 0.25 -0.22 -0.45 -0.013
H -0.2369 -0.6322 0.8983 -0.65 -0.05 -0.22 -0.053
H 2.1480 0.8967 0.4370 0.52 0.10 -0.17 0.289
H 1.4997 1.3250 1.9674 -0.01 0.08 0.57 0.470
H -0.7204 1.3577 0.1975 -0.58 -0.18 0.17 -0.090
H 0.6069 1.8919 -0.7335 0.03 0.05 -0.76 0.479
H 1.2219 3.5289 0.9995 0.43 0.13 0.20 0.447
H -0.1508 3.8614 0.0216 -0.14 0.38 -0.30 0.348
H -1.5328 4.0998 1.7492 -0.48 0.24 -0.18 0.366
H -0.1034 4.2461 2.6627 0.26 0.36 0.22 0.446
H -0.2568 1.8284 3.2958 0.49 -0.35 0.10 0.286
H -1.3921 2.9451 3.9306 -0.18 0.28 0.39 0.532
H -2.7776 1.2432 3.4738 -0.24 -0.25 0.43 0.556
H -1.8067 0.5977 2.2402 0.41 -0.66 -0.45 -0.610
H -2.8039 2.7899 0.9303 0.11 0.41 -0.13 0.138
H -4.0659 2.4922 2.0879 -0.31 0.43 0.19 0.407
H -3.2422 1.0095 -0.2866 0.34 -0.14 -0.38 0.231
H -3.5407 -0.0332 1.0692 0.09 -0.43 0.09 0.229
H -5.7925 0.3749 1.0711 -0.36 -0.16 0.39 0.397
H -5.4322 0.5376 -0.6237 -0.15 -0.28 -0.40 0.313
H -7.5977 1.9874 1.2470 -0.39 -0.12 0.03 0.310
H -6.9425 3.6390 1.2439 -0.20 0.37 -0.07 0.244
H -6.2620 2.4280 2.3082 0.12 -0.09 0.43 0.345
Br 4.6304 0.4009 2.2535 0.01 -0.17 0.06 -0.083
C 5.7071 -0.9140 1.3173 0.01 0.25 0.02 -0.613
C 4.9135 -1.6418 0.2625 0.09 -0.25 0.02 -0.513
Br 3.7768 -3.0193 1.0368 -0.03 0.10 -0.28 -0.134
H 6.1117 -1.5965 2.0587 0.01 0.01 0.06 0.297
H 6.5202 -0.3513 0.8633 0.02 -0.06 -0.08 0.374
H 5.5813 -2.1760 -0.4106 0.04 0.05 -0.02 0.430
H 4.2719 -0.9775 -0.3073 -0.08 0.02 0.03 0.231
Br 4.5825 -5.5791 5.5965 0.04 -0.01 0.04 -0.188
C 3.5736 -3.9092 5.6237 -0.03 -0.01 -0.03 -0.506
C 4.1016 -2.9030 4.6433 -0.08 0.19 0.05 -0.242
Br 5.7611 -2.0831 5.2502 0.10 -0.08 0.00 -0.179
H 3.6098 -3.5478 6.6450 -0.01 0.01 0.04 0.416
H 2.5535 -4.1801 5.3656 -0.02 0.02 -0.06 0.312
H 3.3972 -2.0794 4.5257 -0.09 0.03 -0.05 0.278
H 4.3068 -3.3334 3.6714 0.01 -0.03 0.02 0.085
Br 2.7163 -0.2086 -3.3900 -0.06 0.01 0.01 -0.060
C 3.1021 0.9127 -4.9279 0.06 -0.10 0.14 -0.627
C 2.6034 2.3207 -4.7369 -0.11 0.05 -0.06 -0.624
Br 0.6699 2.4249 -4.9103 0.04 0.00 0.06 -0.100
H 2.6409 0.4351 -5.7856 0.00 0.00 -0.05 0.349
H 4.1835 0.9038 -5.0420 0.02 0.04 0.00 0.334
H 3.0080 2.9744 -5.5063 0.02 -0.01 -0.01 0.369
H 2.8476 2.7145 -3.7555 0.02 -0.02 0.02 0.367
Br -2.2753 -1.5384 -7.2840 -0.04 0.03 0.01 -0.126
C -2.5963 0.1855 -8.1232 0.07 -0.14 -0.01 -0.592
C -1.8946 1.3029 -7.4001 -0.05 0.10 0.07 -0.485
Br -2.7787 1.7660 -5.7371 -0.02 -0.03 0.01 -0.132
H -3.6713 0.3242 -8.1461 -0.04 0.03 -0.01 0.377
H -2.2167 0.0942 -9.1379 0.02 0.02 -0.01 0.337
H -1.9062 2.2080 -8.0028 -0.01 0.00 -0.03 0.346
H -0.8710 1.0511 -7.1431 0.04 -0.01 -0.01 0.246
Br -0.0797 -4.2078 0.5472 -0.06 0.18 -0.19 -0.093
C -0.6096 -4.6416 -1.2737 0.15 -0.09 0.17 -0.609
C -0.1100 -3.6500 -2.2958 -0.03 0.06 0.00 -0.559
Br -1.1342 -2.0008 -2.3193 0.00 0.03 0.09 -0.116
H -1.6915 -4.7183 -1.2811 -0.05 0.00 -0.02 0.364
H -0.1745 -5.6193 -1.4701 -0.01 -0.01 -0.09 0.330
H -0.2143 -4.0575 -3.2990 0.03 -0.07 0.02 0.362
H 0.9243 -3.3716 -2.1182 0.02 0.00 0.03 0.257

=====

3.
83
Properties=species:S:1:pos:R:3:forces:R:3:lowdin_spin:R:1 method="wB97M-V/def2-TZVPD" relative_energy_kcal_mol=60.4 gap_ev="7.697 / 8.327" largest_force_ev_per_a=7.99 lumo_energy_ev="-0.98 / -0.98" s2=2.0089 multiplicity=3
O 1.6839 -1.7497 0.2521 -0.57 -3.53 -3.91 0.000
C 1.4424 -2.6499 -0.5971 1.28 2.98 2.71 0.000
O 2.0444 -2.6810 -1.8908 -2.56 -0.62 2.06 0.000
C 1.1860 -3.4171 -2.8245 0.36 -1.09 -0.88 0.000
C 1.9438 -4.7454 -3.3862 -0.75 -0.21 0.42 0.000
C 1.8609 -4.7968 -4.9882 -0.59 0.60 0.34 0.000
C 3.0086 -3.9508 -5.7417 -1.43 -0.68 -1.25 0.000
N 3.9114 -3.1890 -4.7784 1.88 -0.16 -1.09 0.000
P 5.4770 -4.0028 -4.7068 3.71 1.39 2.36 0.000
O 6.6440 -3.1262 -4.2334 -2.86 -1.49 -1.31 0.000
S 4.0281 -1.5404 -5.2731 -5.01 4.71 -4.07 0.000
O 4.2655 -1.3756 -6.7637 1.22 -1.25 4.76 0.000
O 2.6622 -0.9317 -5.0028 4.33 -2.27 0.65 0.000
F 5.1132 -0.6461 -4.3782 -1.79 -2.67 -1.52 0.000
H 0.7326 -3.4857 -0.2270 1.02 0.85 -1.44 0.000
H 0.2251 -3.7294 -2.2871 1.26 0.53 -0.92 0.000
H 0.9474 -2.7606 -3.7316 0.34 -0.57 1.60 0.000
H 1.4002 -5.6682 -2.9475 0.88 1.42 -0.83 0.000
H 3.0030 -4.7798 -2.9592 -1.42 0.17 -0.76 0.000
H 0.8537 -4.3066 -5.2811 1.56 -0.90 0.47 0.000
H 1.8169 -5.8658 -5.3925 0.31 1.51 0.64 0.000
H 3.6094 -4.6896 -6.3987 -0.61 1.33 1.13 0.000
H 2.5028 -3.2313 -6.4903 1.04 -1.02 1.38 0.000
H 5.3241 -5.0546 -3.7166 -0.68 0.51 -0.99 0.000
H 5.8306 -4.6866 -5.9292 -0.93 0.48 0.41 0.000
C 1.9648 1.3934 -2.5570 0.17 -0.07 0.28 0.002
C 0.7263 2.2438 -2.9523 1.82 -0.72 -0.91 0.023
C 1.0642 3.7450 -2.8172 -0.31 0.20 0.25 0.013
C 1.1402 4.2197 -1.3674 0.02 -0.05 0.00 0.001
C -0.1238 3.8431 -0.6002 0.01 0.17 -0.50 0.013
C -0.4772 2.3448 -0.7114 0.24 -0.59 2.05 0.024
N -0.4523 1.8486 -2.1205 -2.61 3.07 -1.53 0.325
O -1.5708 2.3166 -2.7394 1.75 -1.44 1.03 0.591
C 0.4985 1.5141 0.1535 0.30 -0.01 -0.04 0.001
C -1.8507 2.1100 -0.0304 -0.27 0.10 -0.70 -0.001
C 0.5197 1.9142 -4.4539 -0.77 0.14 0.15 -0.001
H 2.6112 1.1937 -3.4162 -0.27 0.15 -0.01 0.000
H 2.6030 1.8862 -1.8209 -0.14 -0.07 0.09 0.000
H 1.6723 0.4155 -2.1640 0.01 0.12 0.00 0.001
H 0.3080 4.3445 -3.3389 -0.07 -0.20 0.02 0.003
H 2.0176 3.9610 -3.3126 -0.10 -0.28 -0.05 0.001
H 2.0216 3.8025 -0.8716 -0.02 -0.04 -0.03 0.000
H 1.2693 5.3066 -1.3456 0.00 -0.09 0.00 0.001
H -0.0006 4.1239 0.4495 -0.10 -0.25 0.04 0.001
H -0.9535 4.4509 -0.9817 -0.04 -0.21 -0.05 0.003
H 0.3200 0.4430 0.0264 0.05 0.13 -0.04 0.001
H 0.3670 1.7395 1.2177 -0.18 0.09 -0.19 0.000
H 1.5481 1.7115 -0.0563 -0.06 -0.08 -0.09 0.000
H -2.6456 2.7264 -0.4575 0.14 -0.13 -0.15 -0.001
H -1.8064 2.3629 1.0337 0.32 -0.01 -0.16 0.000
H -2.1527 1.0606 -0.1070 0.07 0.09 -0.06 0.000
H 0.2973 0.8514 -4.5925 0.03 0.11 0.07 0.000
H 1.4227 2.1408 -5.0280 0.05 -0.04 0.36 0.000
H -0.2848 2.4955 -4.9110 -0.05 -0.10 0.24 -0.001
C -3.2680 0.0262 3.1295 0.12 -0.35 -0.03 0.002
C -3.3288 1.1865 4.1599 -0.10 -0.23 -2.08 0.023
C -1.9305 1.8273 4.3010 0.12 0.01 0.42 0.013
C -0.9437 0.9602 5.0800 -0.03 -0.04 -0.04 0.001
C -1.5250 0.5446 6.4279 -0.05 0.45 -0.24 0.013
C -2.9189 -0.1086 6.3128 0.42 -1.94 0.73 0.024
N -3.8595 0.6846 5.4650 0.60 3.68 2.10 0.322
O -4.2553 1.7644 6.1925 0.11 -2.13 -1.30 0.595
C -2.7779 -1.5392 5.7424 0.17 -0.11 -0.30 0.001
C -3.4736 -0.3444 7.7423 -0.31 0.63 -0.11 -0.001
C -4.2817 2.2157 3.4974 -0.18 0.19 0.73 -0.001
H -3.4658 0.3740 2.1116 0.03 0.21 0.22 0.000
H -2.2888 -0.4546 3.0864 -0.09 -0.05 0.11 0.000
H -4.0213 -0.7383 3.3398 0.09 0.09 0.07 0.001
H -2.0155 2.7963 4.8079 -0.19 -0.11 0.01 0.003
H -1.5128 2.0387 3.3100 -0.28 -0.09 0.00 0.001
H -0.6664 0.0757 4.4989 -0.04 0.01 -0.01 0.000
H -0.0153 1.5179 5.2398 -0.07 -0.06 -0.03 0.001
H -0.8286 -0.1393 6.9207 -0.23 -0.13 0.04 0.001
H -1.5820 1.4334 7.0681 -0.21 -0.08 -0.04 0.003
H -3.7589 -1.9928 5.5746 0.05 0.12 0.00 0.001
H -2.2378 -2.1860 6.4421 -0.10 0.26 0.06 0.000
H -2.2163 -1.5870 4.8110 -0.10 0.06 -0.01 0.000
H -3.5256 0.5741 8.3316 -0.09 -0.01 -0.24 -0.001
H -2.8295 -1.0311 8.3003 0.06 0.03 -0.34 0.000
H -4.4744 -0.7859 7.7075 0.09 0.09 -0.06 0.000
H -5.2812 1.7903 3.3616 0.11 0.01 0.07 0.000
H -3.9099 2.5089 2.5110 0.16 -0.29 0.13 0.000
H -4.3776 3.1396 4.0727 -0.02 -0.23 0.13 -0.001